(P)
A molecular structure, C44H41Cl2N4OS3V, computed with ωB97M-V/def2-TZVPD.

## Properties
Molecular weight in g mol⁻¹: 859.89
LUMO level (spin up / spin down) in Ha: 0.08489 / 0.08489
2S+1: 2
Net charge: -1
HOMO-LUMO gap (spin up / spin down) in eV: 4.9 / 4.9
E_HOMO (spin up / spin down) in eV: -2.64 / -2.64

Each line ends with the Mulliken spin population.
Atoms and positions in Å:
V -0.69 -0.79 -2.06  1.39
S 1.51 2.71 -1.48  0.00
C -0.13 2.89 -0.86  -0.01
N -0.26 3.60 0.36  0.00
C -1.58 3.76 0.91  0.00
C -2.59 3.91 -0.23  0.00
N -2.53 2.73 -1.03  0.00
C -3.67 1.85 -1.09  0.01
C -4.21 1.52 0.28  0.00
C -5.39 2.08 0.75  0.00
C -5.83 1.85 2.05  0.00
C -5.07 1.06 2.90  0.00
C -3.89 0.50 2.45  0.00
C -3.46 0.73 1.15  0.01
C -1.24 2.36 -1.46  0.02
S -1.17 1.38 -2.94  -0.04
C 0.72 4.61 0.68  0.00
C 1.64 4.23 1.83  0.00
C 1.15 4.12 3.13  0.00
C 1.98 3.76 4.18  0.00
C 3.32 3.51 3.94  0.00
C 3.82 3.61 2.65  0.00
C 2.98 3.96 1.60  0.00
H -1.60 4.63 1.58  0.00
H -1.89 2.89 1.50  0.00
H -2.34 4.81 -0.82  0.00
H -3.60 4.04 0.17  0.00
H -3.34 0.94 -1.60  0.00
H -4.48 2.28 -1.70  0.00
H -5.98 2.70 0.08  0.00
H -6.76 2.29 2.39  0.00
H -5.40 0.89 3.92  0.00
H -3.29 -0.12 3.10  0.00
H -2.54 0.27 0.79  0.01
H 0.19 5.53 0.97  0.00
H 1.33 4.83 -0.20  0.00
H 0.10 4.32 3.32  0.00
H 1.58 3.68 5.18  0.00
H 3.97 3.23 4.76  0.00
H 4.87 3.41 2.46  0.00
H 3.35 4.00 0.58  0.00
N 0.49 -0.12 -0.49  -0.01
C 0.35 -0.88 0.72  -0.01
C 0.08 -0.18 1.89  -0.01
C -0.11 -0.86 3.08  0.00
C -0.02 -2.25 3.09  0.00
C 0.26 -2.93 1.92  0.00
C 0.45 -2.27 0.70  0.03
C 0.73 -3.05 -0.54  -0.03
C 1.45 -4.25 -0.41  -0.01
C 1.73 -5.04 -1.51  0.01
C 1.30 -4.64 -2.76  0.00
C 0.62 -3.44 -2.89  0.00
C 0.32 -2.60 -1.81  -0.05
H 0.35 0.89 -0.35  -0.04
H 1.42 -0.20 -0.88  0.02
H 0.02 0.90 1.85  0.00
H -0.33 -0.31 3.99  0.00
H -0.18 -2.80 4.01  0.00
H 0.28 -4.01 1.94  0.00
H 1.81 -4.55 0.57  0.00
H 2.28 -5.97 -1.38  0.00
H 1.51 -5.25 -3.64  0.00
H 0.32 -3.13 -3.89  0.00
C 5.27 -1.13 1.77  0.00
C 4.69 -0.87 0.41  0.00
C 4.07 -1.90 -0.30  0.00
C 3.46 -1.65 -1.52  0.00
C 3.47 -0.36 -2.04  0.00
C 4.11 0.67 -1.36  0.00
C 4.72 0.40 -0.14  0.00
S 2.55 0.07 -3.51  0.00
C 3.31 -1.11 -4.65  0.00
O 1.18 -0.49 -3.34  0.00
H 5.54 -2.18 1.90  0.00
H 4.53 -0.88 2.54  0.00
H 6.15 -0.51 1.96  0.00
H 4.03 -2.90 0.12  0.00
H 2.93 -2.45 -2.02  0.00
H 4.08 1.68 -1.75  0.00
H 5.18 1.21 0.41  0.00
H 3.04 -2.11 -4.34  0.00
H 4.39 -0.97 -4.65  0.00
H 2.90 -0.90 -5.63  0.00
Cl -3.20 -2.81 1.20  0.00
C -3.52 -3.17 -0.47  -0.02
C -4.36 -4.22 -0.79  0.01
C -4.60 -4.55 -2.11  -0.02
C -3.99 -3.83 -3.13  0.01
C -3.16 -2.79 -2.78  -0.02
Cl -2.32 -1.88 -4.01  0.00
C -2.90 -2.39 -1.46  0.01
N -2.06 -1.35 -1.26  -0.24
H -4.81 -4.79 0.02  0.00
H -5.26 -5.38 -2.35  0.00
H -4.14 -4.08 -4.17  0.00

=====

(Q)
A molecular structure, C44H41Cl2N4OS3V, computed with ωB97M-V/def2-TZVPD.

## Properties
Molecular weight in g mol⁻¹: 859.89
LUMO level (spin up / spin down) in Ha: 0.07724 / 0.07720
2S+1: 2
Net charge: -1
HOMO-LUMO gap (spin up / spin down) in eV: 4.1 / 4.1
E_HOMO (spin up / spin down) in eV: -1.95 / -2.01

Each line ends with the Mulliken spin population.
Atoms and positions in Å:
V 0.00 -0.47 0.31  1.33
S 0.58 -0.25 2.62  0.02
C 1.78 0.95 2.53  -0.02
N 1.90 1.78 3.63  0.00
C 3.09 2.58 3.73  0.00
C 3.32 3.23 2.36  0.00
N 3.47 2.21 1.36  0.00
C 4.61 2.26 0.49  0.00
C 5.90 2.01 1.23  0.00
C 6.87 3.00 1.35  0.00
C 8.04 2.76 2.05  0.00
C 8.25 1.52 2.64  0.00
C 7.28 0.54 2.54  0.00
C 6.12 0.78 1.83  0.00
C 2.65 1.09 1.45  0.01
S 2.73 -0.06 0.20  -0.01
C 0.86 1.95 4.61  0.00
C 1.30 1.50 5.98  0.00
C 1.42 2.41 7.02  0.00
C 1.83 1.99 8.28  0.00
C 2.13 0.65 8.49  0.00
C 2.04 -0.25 7.45  0.00
C 1.62 0.16 6.20  0.00
H 3.97 1.95 3.97  0.00
H 2.97 3.32 4.51  0.00
H 4.21 3.87 2.37  0.00
H 2.44 3.86 2.13  0.00
H 4.64 3.24 0.00  0.00
H 4.46 1.48 -0.27  0.00
H 6.71 3.96 0.88  0.00
H 8.79 3.53 2.13  0.00
H 9.16 1.33 3.19  0.00
H 7.44 -0.43 3.00  0.00
H 5.36 0.00 1.74  0.00
H 0.02 1.34 4.27  0.00
H 0.56 3.01 4.65  0.00
H 1.18 3.45 6.86  0.00
H 1.92 2.70 9.08  0.00
H 2.44 0.32 9.48  0.00
H 2.28 -1.29 7.61  0.00
H 1.54 -0.54 5.38  0.00
N 0.10 -0.04 -1.63  -0.04
C -0.98 0.01 -2.57  0.00
C -0.60 0.13 -3.91  0.00
C -1.51 0.15 -4.94  0.00
C -2.86 0.05 -4.62  0.00
C -3.25 -0.06 -3.30  0.00
C -2.35 -0.11 -2.22  0.04
C -2.84 -0.31 -0.85  -0.02
C -4.22 -0.49 -0.64  0.00
C -4.78 -0.69 0.60  0.00
C -3.95 -0.69 1.72  0.00
C -2.60 -0.50 1.54  -0.04
C -1.99 -0.34 0.29  -0.10
H 0.80 -0.69 -1.98  0.00
H 0.57 0.86 -1.58  0.01
H 0.46 0.18 -4.13  0.00
H -1.19 0.22 -5.97  0.00
H -3.61 0.05 -5.40  0.00
H -4.30 -0.12 -3.11  0.00
H -4.91 -0.52 -1.48  0.00
H -5.84 -0.86 0.70  0.00
H -4.36 -0.85 2.71  0.00
H -1.98 -0.49 2.43  -0.01
C -6.22 2.77 1.52  0.00
C -4.80 2.81 1.04  0.00
C -3.72 2.77 1.92  0.00
C -2.43 2.76 1.45  0.00
C -2.20 2.81 0.08  0.01
C -3.27 2.85 -0.82  0.00
C -4.55 2.85 -0.33  0.00
S -0.58 2.67 -0.62  0.00
C -0.15 4.49 -0.53  0.00
O 0.29 2.04 0.40  0.00
H -6.26 2.69 2.60  0.00
H -6.72 1.91 1.08  0.00
H -6.76 3.67 1.20  0.00
H -3.91 2.72 2.99  0.00
H -1.59 2.68 2.12  0.00
H -3.07 2.84 -1.88  0.00
H -5.39 2.87 -1.01  0.00
H -0.56 4.94 0.36  0.00
H -0.57 4.95 -1.41  0.00
H 0.93 4.60 -0.55  0.00
Cl -0.43 -3.36 2.70  0.00
C -0.21 -4.22 1.23  -0.04
C -0.18 -5.59 1.17  0.01
C -0.01 -6.22 -0.06  -0.03
C 0.10 -5.47 -1.22  0.02
C 0.06 -4.10 -1.15  -0.03
Cl 0.16 -3.11 -2.56  0.00
C -0.07 -3.39 0.08  0.02
N -0.06 -2.10 0.15  -0.16
H -0.29 -6.17 2.07  0.00
H 0.03 -7.30 -0.11  0.00
H 0.21 -5.96 -2.18  0.00

=====

Most stable to least stable, the ends of the list are (P) and (Q).

=====

(P)
2 unconnected molecules or ions with the total composition C12H16N2O, computed with ωB97M-V/def2-TZVPD.

## Properties
Molecular weight in g mol⁻¹: 204.27
LUMO level in Ha: 0.02647
SMILES string: Cc1c[nH]c2ccccc12.CCC(N)=O
HOMO-LUMO gap in eV: 8.8
E_HOMO in eV: -8.05

Each line ends with the Löwdin charge.
Atoms and positions in Å:
C 0.11 -2.86 0.64  -0.06
C 0.65 -1.78 -0.20  -0.26
C 0.43 -1.64 -1.54  -0.09
N 0.99 -0.46 -1.99  0.08
C 1.55 0.17 -0.88  -0.21
C 2.16 1.42 -0.81  -0.02
C 2.74 1.74 0.41  -0.09
C 2.58 0.93 1.57  -0.09
C 1.95 -0.28 1.47  -0.03
C 1.46 -0.70 0.21  -0.15
H 0.86 -3.63 0.85  0.09
H -0.88 -3.25 0.44  0.07
H -0.18 -2.49 1.66  0.08
H -0.03 -2.25 -2.30  0.12
H 1.22 -0.25 -2.94  0.15
H 2.15 2.19 -1.56  0.11
H 3.32 2.64 0.44  0.09
H 2.95 1.25 2.54  0.10
H 1.88 -1.06 2.22  0.11
C -1.63 1.81 1.18  -0.09
C -2.36 0.58 0.59  -0.15
C -2.63 0.82 -0.87  -0.53
N -2.44 -0.23 -1.75  0.15
O -2.96 1.89 -1.35  0.04
H -2.18 2.76 1.11  0.08
H -0.57 1.89 0.95  0.06
H -1.73 1.77 2.27  0.07
H -1.75 -0.29 0.82  0.09
H -3.34 0.48 1.06  0.12
H -2.41 -0.13 -2.75  0.10
H -1.91 -1.06 -1.51  0.06

=====

(Q)
2 unconnected molecules or ions with the total composition C12H16N2O, computed with ωB97M-V/def2-TZVPD.

## Properties
Molecular weight in g mol⁻¹: 204.27
LUMO level in Ha: 0.02275
SMILES string: CCc1c[nH]cn1.Cc1ccc(O)cc1
HOMO-LUMO gap in eV: 8.7
E_HOMO in eV: -8.13

Each line ends with the Löwdin charge.
Atoms and positions in Å:
C 2.97 -2.27 -0.05  -0.13
C 1.56 -2.18 -0.71  -0.24
C 1.61 -1.10 -1.65  -0.34
C 0.90 -1.05 -2.90  0.01
N 1.17 0.31 -3.35  0.05
C 2.07 0.83 -2.48  -0.22
N 2.30 0.10 -1.42  0.11
H 2.99 -3.37 0.43  0.10
H 3.22 -1.59 0.82  0.08
H 3.78 -2.26 -0.78  0.06
H 1.21 -3.22 -1.04  0.13
H 0.76 -1.93 0.06  0.11
H 0.57 -1.83 -3.51  0.08
H 0.76 0.72 -4.10  0.10
H 2.42 1.82 -2.75  0.12
C -1.75 -1.18 2.69  -0.02
C -1.81 0.13 1.89  -0.31
C -2.62 0.43 0.82  -0.06
C -2.70 1.70 0.17  -0.01
C -1.73 2.65 0.54  -0.37
O -1.59 3.66 -0.32  0.00
C -1.08 2.47 1.78  -0.02
C -1.13 1.22 2.33  -0.11
H -1.45 -1.20 3.71  0.07
H -1.05 -1.76 2.07  0.07
H -2.76 -1.48 2.54  0.06
H -3.29 -0.38 0.31  0.14
H -3.41 1.96 -0.62  0.12
H -0.78 4.36 -0.08  0.21
H -0.54 3.27 2.34  0.12
H -0.60 1.18 3.26  0.10

=====

Most stable to least stable, the ends of the list are (P) and (Q).

=====

(P)
A single C3H5NS2 molecule, computed with ωB97M-V/def2-TZVPD.

## Properties
Molecular weight in g mol⁻¹: 119.21
LUMO level in Ha: -0.01503
SMILES string: N/C=C\C(=S)S
HOMO-LUMO gap in eV: 8.0
E_HOMO in eV: -8.41

Each line ends with the Löwdin charge.
Atoms and positions in Å:
N -1.18 0.77 -0.92  0.04
C 0.05 1.03 -0.38  -0.23
C 0.88 0.29 0.39  -0.23
C 0.74 -1.09 0.94  -1.19
S 1.32 -1.53 2.42  0.60
S -0.37 -2.23 0.16  0.73
H -1.68 1.62 -1.18  0.10
H -1.70 0.08 -0.34  0.08
H 0.58 1.91 -0.76  0.12
H 1.81 0.72 0.73  0.08
H -0.45 -1.58 -1.04  -0.11

=====

(Q)
A single C3H5NS2 molecule, computed with ωB97M-V/def2-TZVPD.

## Properties
Molecular weight in g mol⁻¹: 119.21
LUMO level (spin up / spin down) in Ha: -0.03834 / -0.00793
HOMO-LUMO gap (spin up / spin down) in eV: 7.6 / 8.0
E_HOMO (spin up / spin down) in eV: -8.63 / -8.25

Each line ends with the Löwdin charge.
Atoms and positions in Å:
C -1.22 1.00 0.47  -0.30
C -0.86 0.55 1.62  0.10
C -1.07 0.22 -0.85  -0.59
N 2.71 -1.19 0.42  -0.46
S 0.64 0.26 -1.41  0.51
S 1.32 -1.36 -0.20  0.53
H -1.67 1.97 0.35  0.09
H -0.34 -0.30 2.03  0.02
H -1.34 -0.82 -0.68  0.05
H -1.69 0.65 -1.63  0.06
H 3.53 -0.98 -0.13  -0.01

=====

Most stable to least stable, the ends of the list are (P) and (Q).

=====

(P)
2 unconnected molecules or ions with the total composition C2H8N2O, computed with ωB97M-V/def2-TZVPD.

## Properties
Molecular weight in g mol⁻¹: 76.10
LUMO level in Ha: 0.03534
SMILES string: [H]/N=C/NC.O
HOMO-LUMO gap in eV: 10.1
E_HOMO in eV: -9.15

Each line ends with the Löwdin charge.
Atoms and positions in Å:
H -0.21 -2.05 1.53  0.05
N 0.00 -1.57 0.65  0.04
C -0.54 -0.43 0.50  -0.35
N -0.44 0.26 -0.68  -0.04
C -1.20 1.49 -0.76  -0.13
H -1.05 0.04 1.38  0.14
H -0.16 -0.26 -1.49  0.13
H -2.18 1.42 -0.24  0.08
H -0.77 2.33 -0.22  0.07
H -1.49 2.12 -1.61  0.08
O 2.94 -0.80 0.31  -0.09
H 2.20 -0.98 -0.29  0.00
H 2.90 -1.55 0.92  0.02

=====

(Q)
A single C2H8N2O molecule, computed with ωB97M-V/def2-TZVPD.

## Properties
Molecular weight in g mol⁻¹: 76.10
LUMO level in Ha: 0.03663
SMILES string: C[C@H](N)ON
HOMO-LUMO gap in eV: 9.9
E_HOMO in eV: -8.87

Each line ends with the Löwdin charge.
Atoms and positions in Å:
C -1.52 -0.65 -0.24  -0.05
C -0.26 0.02 0.29  -0.50
N -0.15 1.37 -0.17  0.05
O 0.87 -0.80 -0.15  -0.25
N 2.20 -0.20 0.39  -0.02
H -1.49 -0.73 -1.34  0.08
H -2.41 -0.09 0.04  0.08
H -1.60 -1.67 0.15  0.08
H -0.26 0.00 1.39  0.14
H -0.14 1.39 -1.19  0.08
H 0.73 1.76 0.14  0.06
H 2.12 -0.31 1.40  0.06
H 1.90 -0.08 -0.73  0.18

=====

(R)
A molecular structure, C2H8N2O, computed with ωB97M-V/def2-TZVPD.

## Properties
Molecular weight in g mol⁻¹: 76.10
LUMO level in Ha: 0.03012
HOMO-LUMO gap in eV: 9.7
E_HOMO in eV: -8.89

Each line ends with the Löwdin charge.
Atoms and positions in Å:
C -0.21 -0.57 -0.07  -0.61
C -1.25 0.08 0.81  -0.05
N 1.05 0.04 -0.01  -0.11
N 1.07 1.43 -0.22  0.00
O -0.13 -1.93 0.09  -0.05
H -0.10 -2.10 -0.94  0.14
H 1.75 -0.50 -0.51  0.13
H -0.70 -0.61 -1.34  0.17
H 1.86 1.83 0.27  0.08
H 1.13 1.66 -1.21  0.08
H -2.21 -0.41 0.65  0.08
H -0.95 -0.07 1.85  0.09
H -1.31 1.14 0.61  0.07

=====

Most stable to least stable, the ends of the list are (P) and (Q).